Entry 1:
The following is a DFT calculation (the ωB97M-V functional and the def2-TZVPD basis) of a structure of composition C35H56BMnN10S at a distorted geometry.

The geometry in ORCA input format:
```
! wB97M-V def2-TZVPD RIJCOSX def2/J DEFGRID3
* xyz 3 4
Mn -0.314 -1.050 -0.731
C 3.765 -0.795 -1.123
C 2.326 -0.993 -1.454
N 1.549 -1.735 -0.763
N 1.915 -2.672 0.180
C 0.743 -3.069 1.009
N 1.540 -4.371 2.990
S -0.675 -3.236 -0.155
C 1.578 -0.078 -2.477
C 2.039 1.405 -4.498
C 0.613 1.826 -4.532
C -0.496 1.126 -4.228
C -0.640 -0.070 -3.443
N 0.181 -0.648 -2.625
H 4.403 -1.556 -1.571
H 3.900 -0.833 -0.039
H 4.104 0.179 -1.463
H 2.748 -2.409 0.701
H 2.302 -6.353 2.743
H 0.899 -3.916 3.627
H 2.611 2.161 -3.948
H 0.441 2.800 -4.982
H -1.450 1.539 -4.532
H -1.643 -0.490 -3.431
C 1.929 -5.626 3.553
C 0.947 -4.473 1.638
C 1.795 -5.375 0.757
C 0.390 -1.900 1.925
C 0.535 -1.416 3.220
C 0.025 -0.103 3.190
C -0.085 0.892 4.306
C 1.306 1.270 4.818
C -0.971 0.344 5.425
N -0.359 0.166 1.936
N -0.154 -0.931 1.194
B -0.978 1.395 1.167
N -2.193 0.853 0.361
N -2.117 -0.256 -0.482
C -3.358 -0.509 -0.942
C -4.221 0.445 -0.420
C -3.475 1.274 0.392
C -4.005 2.445 1.180
C -3.974 2.215 2.693
C -3.393 3.785 0.764
C -3.812 -1.608 -1.873
C -4.965 -2.378 -1.207
C -2.785 -2.609 -2.396
N 0.121 1.809 0.127
N 0.372 0.810 -0.715
C 1.294 1.171 -1.607
C 1.667 2.477 -1.327
C 0.883 2.859 -0.216
C 0.824 4.179 0.490
C 2.206 4.567 1.020
C 0.256 5.251 -0.443
C 2.227 0.015 -3.889
C 3.650 -0.510 -4.051
C 2.531 1.459 -5.962
H 1.191 -6.460 3.715
H 2.163 -5.593 4.644
H 3.063 -5.831 3.544
H -0.055 -4.916 1.700
H 2.848 -5.095 0.754
H 1.437 -5.336 -0.270
H 1.694 -6.435 1.024
H 0.961 -1.884 4.088
H -0.557 1.786 3.895
H 1.810 0.406 5.257
H 1.222 2.030 5.594
H 1.940 1.666 4.024
H -0.531 -0.551 5.869
H -1.969 0.093 5.066
H -1.072 1.086 6.216
H -1.260 2.276 1.895
H -5.277 0.529 -0.611
H -5.059 2.480 0.892
H -2.963 2.262 3.097
H -4.408 1.251 2.959
H -4.558 2.989 3.188
H -2.361 3.889 1.097
H -3.963 4.597 1.213
H -3.423 3.921 -0.318
H -4.237 -1.077 -2.731
H -4.620 -2.848 -0.285
H -5.323 -3.160 -1.875
H -5.808 -1.734 -0.969
H -2.728 -3.482 -1.746
H -1.765 -2.229 -2.523
H -3.099 -2.972 -3.374
H 2.389 3.097 -1.828
H 0.143 4.062 1.338
H 2.900 4.751 0.198
H 2.629 3.792 1.659
H 2.137 5.485 1.601
H 0.929 5.431 -1.282
H 0.142 6.190 0.097
H -0.719 4.967 -0.840
H 1.606 -0.654 -4.494
H 4.410 0.141 -3.619
H 3.870 -0.596 -5.112
H 3.761 -1.513 -3.644
H 3.611 1.349 -6.011
H 2.283 2.417 -6.416
H 2.067 0.671 -6.556
*
```

Energy relative to the best compared isomer or geometry (same formula, charge and spin)   11.1 kcal/mol
LUMO energy (spin up / spin down)   -9.270 / -9.102 eV
Gap between HOMO and LUMO (spin up / spin down)   7.060 / 7.195 eV

Entry 2:
The following is a DFT calculation (the ωB97M-V functional and the def2-TZVPD basis) of a structure of composition C35H56Cl35F9GaN2O at a distorted geometry.

The geometry in ORCA input format:
```
! wB97M-V def2-TZVPD RIJCOSX def2/J DEFGRID3
* xyz -1 1
C 2.970 1.262 -2.536
C 4.331 1.136 -3.215
Cl 4.157 0.863 -4.999
C 5.287 0.128 -2.586
Ga 4.645 -1.803 -2.376
C 3.205 -2.402 -3.682
C 1.778 -2.315 -3.079
C 0.730 -1.764 -4.010
F 0.431 -2.697 -4.972
F 1.192 -0.688 -4.698
C -0.598 -1.288 -3.331
F -0.512 0.047 -3.127
F -1.655 -1.489 -4.157
C -0.979 -1.886 -1.944
F -2.254 -1.447 -1.712
F -0.235 -1.389 -0.953
C -1.030 -3.455 -1.845
F -0.067 -3.926 -1.065
F -2.199 -3.817 -1.260
F -1.004 -4.034 -3.045
C 6.270 -3.040 -2.765
C 7.378 -2.727 -1.859
O 7.760 -3.475 -0.975
N 8.026 -1.432 -2.026
C 8.429 -0.924 -0.711
C 9.233 -1.630 -2.847
C 4.128 -2.117 -0.422
C 3.478 -1.140 0.324
C 3.048 -1.310 1.637
N 3.252 -2.452 2.281
C 3.925 -3.382 1.606
C 4.379 -3.300 0.305
H 3.026 1.999 -1.735
H 2.181 1.553 -3.227
H 2.683 0.300 -2.109
H 4.804 2.120 -3.155
H 6.172 0.110 -3.223
H 5.579 0.515 -1.604
H 3.306 -1.885 -4.634
H 3.398 -3.456 -3.894
H 1.482 -3.338 -2.842
H 1.828 -1.767 -2.137
H 6.019 -4.092 -2.633
H 6.559 -2.827 -3.798
H 8.620 0.148 -0.774
H 9.325 -1.427 -0.329
H 7.634 -1.086 0.015
H 9.685 -2.614 -2.685
H 8.970 -1.554 -3.902
H 9.946 -0.836 -2.635
H 3.274 -0.200 -0.163
H 2.508 -0.516 2.142
H 4.124 -4.306 2.147
H 4.910 -4.136 -0.130
C -3.847 -6.548 0.197
Cl -5.426 -6.715 -0.581
Cl -3.235 -8.096 0.791
H -3.145 -6.155 -0.530
H -3.944 -5.870 1.036
C -3.595 1.210 -0.344
Cl -5.007 1.883 -1.182
Cl -2.559 2.477 0.312
H -3.943 0.590 0.474
H -3.030 0.619 -1.053
C -8.093 3.878 -1.006
Cl -9.246 2.654 -0.474
Cl -8.335 5.417 -0.164
H -7.091 3.527 -0.793
H -8.224 4.041 -2.068
C -7.746 0.267 2.532
Cl -6.954 -0.085 4.077
Cl -6.644 1.110 1.445
H -8.054 -0.663 2.070
H -8.605 0.901 2.719
C 1.025 -5.925 -5.493
Cl 0.269 -6.831 -6.816
Cl 2.784 -5.933 -5.598
H 0.684 -4.899 -5.536
H 0.738 -6.385 -4.554
C -5.779 -0.358 7.660
Cl -4.674 0.671 8.576
Cl -5.249 -2.042 7.632
H -6.758 -0.309 8.120
H -5.815 0.013 6.643
C -6.600 8.027 1.648
Cl -5.841 7.557 3.174
Cl -5.482 8.906 0.596
H -6.928 7.128 1.137
H -7.443 8.671 1.865
C -4.084 2.323 3.829
Cl -3.567 1.629 5.374
Cl -4.258 4.083 3.914
H -3.341 2.087 3.076
H -5.042 1.897 3.565
C 5.210 2.618 0.691
Cl 4.376 1.277 1.487
Cl 6.937 2.299 0.484
H 4.764 2.770 -0.287
H 5.104 3.507 1.307
C -10.322 5.944 -3.754
Cl -10.932 4.629 -2.740
Cl -8.632 5.715 -4.219
H -10.920 5.987 -4.656
H -10.404 6.871 -3.198
C 3.695 -8.215 -2.226
Cl 4.155 -6.527 -2.037
Cl 1.998 -8.378 -2.717
H 4.320 -8.664 -2.988
H 3.826 -8.724 -1.279
C -4.132 -4.333 -4.240
Cl -4.388 -6.080 -4.271
Cl -5.638 -3.437 -4.481
H -3.724 -4.065 -3.273
H -3.440 -4.066 -5.030
C -3.101 6.392 1.028
Cl -3.785 5.530 -0.356
Cl -1.333 6.429 0.970
H -3.475 7.408 1.015
H -3.407 5.883 1.935
C 6.104 5.071 3.941
Cl 4.598 5.000 3.012
Cl 6.585 3.481 4.533
H 6.886 5.453 3.296
H 5.952 5.729 4.788
C 7.881 -2.910 -6.890
Cl 9.131 -3.715 -5.932
Cl 7.044 -1.633 -6.003
H 8.350 -2.471 -7.763
H 7.150 -3.653 -7.186
C -5.161 4.260 10.382
Cl -6.080 5.513 9.542
Cl -5.779 3.980 12.018
H -5.238 3.336 9.822
H -4.127 4.575 10.452
C -2.284 5.528 12.930
Cl -3.099 6.818 12.038
Cl -1.663 4.269 11.854
H -1.452 5.956 13.475
H -2.998 5.078 13.610
*
```

LUMO energy   1.287 eV
Gap between HOMO and LUMO   6.953 eV